[1]
Molecular formula: C2H11N2O
Method: DFT, the ωB97M-V functional and the def2-TZVPD basis

Each atom is followed by the atoms it is bonded to, with distances in Å.
Positions of all 16 atoms, in Å:
1 N 0.142 1.171 -0.458  C2 1.512, H5 1.016, H6 1.027, H7 1.026
2 C 0.169 -0.314 -0.176  N1 1.512, C3 1.537, H8 1.102, H9 1.108
3 C -1.180 -1.046 -0.246  C2 1.537, N4 1.452, H10 1.098, H11 1.103
4 N -2.038 -0.514 -1.290  C3 1.452, H12 1.011, H13 1.012
5 H 0.951 1.681 -0.115  N1 1.016
6 H -0.731 1.517 -0.043  N1 1.027
7 H -0.029 1.271 -1.465  N1 1.026
8 H 0.471 -0.266 0.882  C2 1.102
9 H 1.012 -0.754 -0.745  C2 1.108
10 H -1.712 -0.914 0.705  C3 1.098
11 H -1.015 -2.136 -0.278  C3 1.103
12 H -2.968 -0.334 -0.937  N4 1.011
13 H -2.105 -1.169 -2.057  N4 1.012
14 H 3.142 1.024 2.197  O16 0.971
15 H 2.895 -0.362 2.065  O16 0.965
16 O 2.440 0.458 1.837  H14 0.971, H15 0.965

Values from the calculation:
- total energy (eV) = -7273.598
- ΔE to the lowest compared entry with this formula, charge and spin (eV) = 0.6770
- charge = +1

What are the Mulliken partial charges on each atom? They are as follows, in elementary charge units:
1. N -0.31
2. C -0.53
3. C -0.60
4. N -0.55
5. H 0.33
6. H 0.35
7. H 0.38
8. H 0.30
9. H 0.42
10. H 0.37
11. H 0.39
12. H 0.23
13. H 0.23
14. H 0.31
15. H 0.31
16. O -0.62

---

[2]
Molecular formula: C2H11N2O
Method: DFT, the ωB97M-V functional and the def2-TZVPD basis

Each atom is followed by the atoms it is bonded to, with distances in Å.
Positions of all 16 atoms, in Å:
1 C -0.761 -1.987 0.145  N2 1.499, H3 1.085, H4 1.085, H5 1.093
2 N -1.351 -0.694 -0.334  C1 1.499, H6 1.022, H7 1.018, H8 1.070
3 H 0.314 -1.844 0.188  C1 1.085
4 H -1.173 -2.213 1.124  C1 1.085
5 H -1.083 -2.820 -0.485  C1 1.093
6 H -2.363 -0.685 -0.194  N2 1.022
7 H -1.237 -0.576 -1.339  N2 1.018
8 H -0.955 0.146 0.198  N2 1.070
9 N 0.024 1.588 0.490  C10 1.484, H12 1.012, H13 1.012
10 C 1.207 1.342 -0.371  N9 1.484, O11 1.408, H14 1.096, H15 1.088
11 O 1.874 0.266 0.247  C10 1.408, H16 0.965
12 H 0.285 1.297 1.424  N9 1.012
13 H -0.326 2.536 0.466  N9 1.012
14 H 0.898 1.022 -1.373  C10 1.096
15 H 1.819 2.241 -0.362  C10 1.088
16 H 2.829 0.382 0.177  O11 0.965

Values from the calculation:
- total energy (eV) = -7273.626
- ΔE to the lowest compared entry with this formula, charge and spin (eV) = 0.6496
- charge = +1

What are the Mulliken partial charges on each atom? They are as follows, in elementary charge units:
1. C -0.73
2. N -0.23
3. H 0.28
4. H 0.33
5. H 0.35
6. H 0.41
7. H 0.35
8. H 0.28
9. N -0.67
10. C -0.27
11. O -0.49
12. H 0.26
13. H 0.23
14. H 0.22
15. H 0.40
16. H 0.31